Entry 1:
Molecular formula: C42H91BN3O20S5
Method: DFT, ωB97M-V/def2-TZVPD

Properties
lowest unoccupied orbital energy = -2.42 eV
2S+1 = 1
M = 1129.338 g/mol
charge = +1

```
162
C42H91BN3O20S5, DFT ωB97M-V/def2-TZVPD
H -4.98 0.13 8.36
O -2.27 -6.81 -3.21
O -4.68 -1.44 6.94
H -4.69 5.57 2.25
H 4.30 -0.02 -8.45
C -3.60 -3.51 8.10
H 3.20 -0.50 -7.15
H 5.21 3.16 -3.94
H -1.09 -6.17 -4.81
C -1.63 4.48 -0.20
C 1.31 3.83 1.48
O 2.44 0.32 1.30
C -3.94 -1.52 3.82
H -3.04 -3.45 3.64
H -4.21 1.40 13.12
H -2.79 -1.98 -2.66
C 5.88 2.46 -1.96
C 2.36 3.91 -3.21
C 3.26 -0.03 -8.13
O 10.52 -2.29 -3.80
O -4.56 -6.32 -4.01
O 0.02 0.82 -10.04
H -5.21 -0.86 13.52
N -1.12 3.64 0.72
H -2.81 -4.39 -4.46
C 0.21 3.01 0.68
H 4.27 4.99 -2.76
H 0.10 2.05 1.27
H -5.80 -0.28 0.59
C -0.16 4.11 -2.40
H -4.11 -1.44 2.75
H 11.69 -0.59 -0.97
C -3.98 -8.67 -3.05
C -4.42 4.48 2.32
S -4.92 0.23 10.70
H 10.08 -4.89 -3.46
C -1.37 -5.86 -3.80
S 10.55 -2.08 -2.39
O -5.55 1.51 10.89
C -4.16 -0.67 13.75
H 12.61 -0.93 -2.47
H -3.55 -0.69 9.02
H -4.28 -2.53 -3.55
H -1.61 -1.27 -9.22
C -1.09 5.07 -1.53
H -4.39 0.40 -3.06
H 9.89 -4.41 -1.02
H -0.54 6.02 -1.31
H -5.97 4.03 0.85
H 4.94 -0.39 0.35
C 5.88 0.10 0.70
C 11.63 -0.72 -2.05
O 1.06 -0.94 -8.65
C 2.36 2.79 2.02
C -3.62 0.50 12.95
H 6.42 -0.61 1.38
H -4.17 4.32 3.40
C -1.43 -0.59 -8.39
O -3.56 0.20 11.55
H 2.81 -1.76 -9.30
H 1.62 4.48 -1.18
H 3.69 4.01 -1.39
H -4.89 -9.10 -3.46
H 1.93 2.28 2.92
C -3.16 4.30 1.43
H -2.60 0.71 13.27
H -0.43 1.01 -4.69
H 1.30 5.72 -2.47
O -3.04 -7.81 -5.33
C -1.95 -4.46 -3.79
N -2.87 4.90 0.20
H 7.19 -0.63 -0.89
H -3.04 -0.96 4.08
H 4.07 1.93 -3.16
H -3.60 1.10 8.95
H -1.81 1.24 -3.46
H 2.39 -0.26 -10.10
C -3.64 -1.64 -3.31
C -4.59 -0.61 -2.59
H -3.61 -1.59 13.52
H -4.77 -1.03 4.34
H 0.55 2.71 -0.33
H -1.33 -1.13 -7.45
H -6.45 3.73 2.63
H -0.46 -5.88 -3.19
C -1.82 -0.71 -4.45
H -2.65 -2.98 8.17
C 3.79 4.00 -2.51
H -4.74 -3.51 4.06
O -3.13 -1.14 -4.58
H 6.89 2.75 -2.32
H 2.09 2.87 -3.50
C 1.33 4.62 -2.25
C -2.04 3.48 1.78
H -4.08 -1.44 -0.55
H 7.59 1.08 -0.36
S -4.52 -2.85 6.75
O 11.46 -3.22 -1.71
H 6.35 0.47 -2.76
C -5.35 0.32 -0.24
H -2.24 0.14 -8.31
H -4.19 -3.35 9.01
C -1.52 0.84 -4.46
H 11.76 -5.36 -3.26
H -3.18 -9.40 -3.06
C 6.76 0.36 -0.61
H 2.94 1.01 -8.01
H 5.69 2.88 -0.93
C -4.18 0.19 9.10
H 2.46 4.57 -4.12
H -1.95 5.37 -2.18
H -2.17 1.11 4.23
O 9.35 -1.93 -1.62
C -4.24 -0.45 -1.05
O -5.63 -1.00 10.90
H 0.79 4.26 2.38
N -1.46 3.39 4.35
H 4.84 0.46 -1.73
O 0.32 1.16 -7.57
H -6.24 1.50 1.92
H -3.25 0.10 -1.03
O -0.88 -1.45 -4.32
C 4.73 2.82 -2.99
H -2.29 -4.19 -2.79
C -4.73 1.68 0.30
H -4.08 -0.48 14.82
H -3.49 5.56 -0.27
S 0.06 0.31 -8.70
H -1.21 -3.73 -4.12
H -0.29 3.02 -2.16
O 3.23 1.91 -0.05
H 1.58 0.07 0.93
B -1.96 2.65 3.15
O -5.65 -3.70 6.49
O -3.42 -3.10 5.61
C 10.88 -4.51 -1.49
H -5.02 2.51 -0.41
C 5.89 0.87 -1.82
H -6.20 0.60 -0.92
H 3.30 3.32 2.32
H -1.97 3.13 5.19
H -0.45 3.22 4.45
C 2.72 1.67 1.00
H 10.47 -6.35 -2.55
C -5.30 2.08 1.73
H 1.75 4.66 0.88
C -5.66 3.62 1.85
C -3.81 -2.97 4.24
H 5.70 1.04 1.29
H -2.11 1.27 -5.30
H 11.20 0.16 -2.51
H -0.48 4.22 -3.47
H -4.57 1.76 2.51
O -2.29 1.30 3.27
H -5.66 -0.90 -2.71
H -3.44 -4.57 7.93
C 10.79 -5.33 -2.76
H -4.16 -8.30 -2.04
H -3.62 1.65 0.38
C 2.40 -0.76 -9.13
H 11.52 -5.03 -0.77
S -3.52 -7.31 -4.08
```

Atomic partial charges in e from the Mulliken method, atoms 1 to 6:
1 H 0.42
2 O -0.26
3 O -0.53
4 H 0.46
5 H 0.40
6 C -1.04



Entry 2:
Molecular formula: C42H91O32P5
Method: DFT, ωB97M-V/def2-TZVPD

Properties
SMILES = CCOP(=O)(OCC)OCC.CCOP(=O)(OCC)OCC.CCOP(=O)(OCC)OCC.CCOP(=O)(OCC)OCC.CCOP(=O)(OCC)OCC.O=C1OCCO1.O=C1OCCO1.O=C1OCCO1.O=C1OCCO1
lowest unoccupied orbital energy = 0.19 eV
2S+1 = 1
relative energy (zero: lowest compared OMol25 entry of this formula, charge and spin) = 118.74 kcal/mol
M = 1263.028 g/mol
charge = 0

```
170
C42H91O32P5, DFT ωB97M-V/def2-TZVPD
H -22.40 -12.90 1.16
C -20.94 -4.22 -8.22
O -23.14 -3.99 -2.39
H -20.59 -15.24 -4.14
C -27.56 -4.31 -4.87
H -22.78 -16.01 4.39
H -27.34 -2.83 2.11
C -19.77 -14.83 -4.74
C -27.94 -3.55 1.56
O -27.46 -3.30 -3.95
H -21.64 -5.16 -2.96
H -26.42 -8.27 -0.04
O -21.12 -17.07 3.46
C -28.65 -3.06 0.30
P -30.29 -8.65 -4.08
C -27.05 -7.46 0.34
H -22.09 -18.70 5.55
C -29.85 -5.20 -2.45
C -26.48 -3.64 -2.95
H -26.93 -8.47 -3.73
O -20.75 -3.92 -0.28
H -31.22 -7.97 -1.31
H -21.79 -4.88 -8.41
O -18.77 -10.54 -6.32
H -18.49 -8.22 -2.77
H -21.83 -4.36 0.49
H -18.58 -10.96 -2.44
H -31.68 -11.00 -1.01
H -19.68 -13.17 2.75
C -16.90 -12.99 -8.38
C -25.95 -4.99 -3.37
O -21.42 -6.87 -6.20
H -21.45 -9.32 -2.15
O -17.43 -11.08 -4.15
H -24.04 -7.34 -5.85
H -19.77 -9.20 -3.60
O -29.05 -9.38 -4.73
H -22.41 -8.36 -7.37
H -18.92 -1.64 -1.10
C -19.97 -4.07 -9.41
H -21.39 -3.29 -7.88
H -17.12 -10.12 -2.46
C -18.07 -16.58 3.47
C -22.06 -8.12 -6.36
H -30.01 -4.14 -2.68
O -19.44 -12.39 -4.58
H -27.97 -2.52 -0.36
O -21.30 -14.54 3.02
C -28.47 -7.71 -0.09
O -18.85 -6.82 -6.20
H -18.51 -7.99 -9.00
H -29.17 -6.99 0.34
C -22.65 -4.50 -4.62
H -18.42 -8.83 -4.51
H -25.77 -2.82 -2.91
H -23.28 -4.46 -0.39
C -23.32 -8.09 -5.53
H -26.92 -3.71 -1.95
O -28.10 -4.44 -5.92
H -31.43 -6.11 -3.46
H -20.07 -4.94 -10.07
O -26.81 -5.36 -4.44
C -19.96 -4.51 -1.16
H -28.78 -3.71 2.25
H -23.58 -17.86 5.56
C -18.70 -9.02 -3.47
H -28.54 -7.63 -5.69
H -31.36 -9.78 0.23
H -21.15 -2.04 0.29
H -26.04 -5.60 -2.48
P -18.31 -11.59 -5.40
P -26.04 -5.00 0.42
H -17.32 -18.02 5.02
H -21.24 -8.69 -10.07
C -18.15 -17.35 4.80
C -31.46 -8.93 -1.79
C -22.74 -18.11 4.90
H -17.09 -16.11 3.46
C -23.51 -2.95 -3.11
H -23.32 -5.04 2.62
H -23.08 -6.06 -2.96
H -18.24 -17.25 2.63
O -25.81 -3.81 -0.40
H -27.89 -9.11 -6.52
H -22.61 -5.99 0.46
H -30.23 -5.52 -4.66
H -20.14 -14.68 -5.75
H -23.21 -5.10 -5.33
C -21.00 -2.56 -0.66
C -31.83 -9.95 -0.74
C -19.72 -2.27 -1.48
H -20.11 -1.67 -2.31
C -17.99 -10.31 -3.09
O -23.51 -9.23 -2.04
H -30.43 -5.45 -1.57
H -32.91 -9.83 -0.63
O -25.20 -7.76 -2.29
H -21.70 -4.30 -5.11
C -22.24 -9.16 -1.42
C -22.04 -16.81 4.53
O -31.48 -8.54 -4.92
C -30.37 -5.95 -3.67
O -24.90 -5.47 1.40
O -19.84 -5.69 -1.24
H -23.16 -7.90 -4.46
H -16.83 -11.90 -8.42
H -21.31 -7.29 -0.95
H -21.00 -12.56 3.50
O -19.39 -3.57 -1.96
H -18.90 -13.19 -7.56
C -20.76 -13.26 2.69
H -26.12 -7.71 -5.11
H -26.34 -9.43 -5.00
H -28.60 -7.90 -1.16
H -21.36 -11.61 1.49
H -23.78 -9.07 -5.68
C -17.86 -13.37 -7.26
H -19.65 -13.53 -3.00
H -20.08 -7.92 -11.06
C -22.77 -4.91 0.46
H -21.89 -2.37 -1.24
H -20.29 -3.31 -10.13
C -22.18 -7.85 -0.62
H -18.33 -16.64 5.61
C -21.36 -12.71 1.40
C -22.70 -5.07 -3.21
H -15.89 -13.29 -8.10
O -23.79 -1.86 -2.73
O -26.40 -6.36 -0.33
H -21.47 -16.46 5.40
O -20.21 -6.96 -8.41
C -26.84 -8.47 -4.82
P -20.04 -6.38 -6.93
O -20.18 -4.83 -7.15
H -29.44 -2.36 0.58
O -23.36 -3.24 -4.45
H -22.16 -9.98 -0.70
C -24.17 -8.08 -1.79
H -20.70 -12.83 0.54
C -19.15 -13.66 -3.96
P -20.48 -15.86 2.64
C -28.18 -8.65 -5.58
H -23.99 -3.67 1.73
C -20.16 -8.60 -10.22
O -23.40 -7.25 -1.04
H -18.08 -13.83 -4.02
O -30.41 -9.37 -2.68
H -28.77 -5.24 -2.32
O -19.05 -15.55 3.37
H -19.52 -8.87 -8.03
H -32.30 -8.70 -2.45
H -24.94 -4.97 -3.79
O -20.30 -16.27 1.25
H -29.19 -3.86 -0.21
H -23.22 -18.67 4.10
H -27.04 -7.45 1.43
H -21.36 -8.92 -6.12
H -28.82 -8.66 0.35
H -22.13 -7.96 0.46
O -29.72 -7.23 -3.60
C -23.70 -4.73 1.66
H -17.81 -14.44 -7.09
H -19.08 -15.68 -4.81
H -19.73 -9.60 -10.35
O -27.33 -4.83 1.40
H -19.07 -17.94 4.85
H -17.11 -13.48 -9.33
C -19.59 -8.18 -8.87
O -17.44 -12.71 -6.07
H -18.95 -4.01 -9.05
```

Atomic partial charges in e from the Mulliken method, atoms 1 to 6:
1 H 0.38
2 C -0.23
3 O 0.86
4 H 0.36
5 C 0.36
6 H 0.39



Entry 3:
Molecular formula: C42H92ClNO15P4SbSi
Method: DFT, ωB97M-V/def2-TZVPD

Properties
lowest unoccupied orbital energy = 1.74 eV
2S+1 = 1
relative energy (zero: lowest compared OMol25 entry of this formula, charge and spin) = 0.00 kcal/mol
M = 1160.385 g/mol
charge = -1

```
157
C42H92ClNO15P4SbSi, DFT ωB97M-V/def2-TZVPD
H -4.95 -0.54 -5.08
H 9.25 -6.50 -0.79
H 10.22 -0.96 1.99
H -3.86 -2.90 -2.85
H 5.30 4.86 8.09
C -8.75 -0.77 -3.11
H -7.16 -1.98 -0.62
H -0.58 -3.13 -0.57
C -8.12 0.62 -3.22
C -9.57 -1.04 -1.86
C -11.06 -1.73 0.41
Sb -5.44 -0.06 -1.59
C -4.78 -6.20 -2.78
H -4.07 3.49 -4.41
H -5.86 -4.98 -1.38
C 5.42 2.86 8.86
O 6.07 1.55 5.13
C -6.60 -1.24 -0.04
O 9.79 -2.06 -1.86
H -4.19 -5.47 -3.33
H -1.71 3.67 1.08
H 3.50 2.33 3.03
H -10.08 0.99 -1.39
O -2.05 -4.63 -1.98
P 4.98 2.72 5.38
H -4.12 -0.94 1.73
H -0.37 -1.57 1.03
P 9.75 -2.42 -0.29
H -3.31 -1.43 -0.28
H -7.03 2.15 -2.22
H -1.15 2.09 0.52
H -5.13 3.40 -3.05
C 8.32 -4.56 -0.86
C 9.54 -0.36 1.38
H 10.64 -4.50 -2.80
O 8.99 -1.14 0.32
H 8.40 -4.47 -1.95
C 3.62 1.12 -1.66
H 8.71 -0.06 2.02
H -3.86 1.98 -0.64
H -1.50 -2.33 2.12
O 2.49 4.44 -0.62
H -8.04 -1.58 -3.23
C 5.33 3.49 2.89
P 1.89 2.95 -0.81
C -9.74 -2.36 -1.47
H 0.32 2.92 2.33
H -5.56 -6.61 -0.84
C -4.84 2.87 -3.96
O 1.47 2.78 -2.21
H -7.89 1.14 -1.09
C -0.64 -2.53 1.49
H -9.46 -0.86 -3.95
H 5.26 1.83 8.53
H 3.84 3.00 1.43
H 4.06 0.26 -1.14
H 4.90 1.03 -3.40
H 9.80 -3.58 -4.05
H -5.96 -1.21 -2.87
H 9.21 -5.65 0.77
C -4.09 0.12 -5.04
O 1.51 2.65 0.71
H 2.88 6.16 -1.64
O -2.42 -3.61 0.33
C -5.83 -2.01 0.99
H 10.72 1.42 1.64
H -6.71 2.71 2.22
H -5.13 -3.01 -1.68
H 5.68 4.38 2.37
C -5.61 2.52 0.38
H -4.13 0.81 -5.89
H 1.57 5.21 -2.33
H -7.36 -0.62 0.45
C -4.05 -2.85 -1.78
H -4.18 1.02 0.77
H 5.99 2.67 2.61
H 0.24 -2.84 2.05
C 5.70 -0.08 3.36
H 10.36 -5.16 -0.47
C 2.01 5.54 -1.39
O -3.96 -5.42 -0.55
H 7.32 -4.93 -0.66
C 5.67 0.21 4.85
H 11.83 -2.43 -2.08
C -3.67 -1.43 -1.31
C 3.90 3.20 2.50
H 9.52 1.52 0.34
P -3.08 -4.16 -1.01
H -5.65 -0.55 2.61
H -10.55 -3.77 -0.11
H -6.07 3.11 -0.41
H 2.76 0.76 -2.21
C -6.68 2.04 1.36
C 10.92 -2.36 -2.67
H -11.61 -1.99 1.31
H 10.99 0.59 0.09
H -5.71 2.76 -4.61
H -3.14 -0.43 -5.14
C 0.40 3.33 1.33
C -0.90 3.14 0.58
O 11.12 -2.35 0.25
H -0.59 -4.49 0.62
O 5.48 3.77 4.30
H 6.48 2.97 9.09
H -8.92 1.33 -3.49
C 10.24 0.86 0.84
H 11.05 -1.52 -3.36
H -0.82 3.52 -0.44
O 3.24 2.06 -0.66
H 6.67 0.15 2.93
H -9.29 -3.14 -2.07
H -1.99 1.01 -2.07
C 5.01 3.85 7.79
H 3.93 3.85 7.65
H -2.84 -1.12 -1.95
H 1.42 6.69 0.34
H 0.71 7.25 -1.18
C -7.31 1.11 -2.01
O 5.69 3.57 6.57
H 4.29 2.65 -3.03
H 3.25 4.05 2.73
C -5.10 -5.76 -1.35
C -2.27 1.50 -3.01
C -10.48 -2.72 -0.36
C 10.72 -3.64 -3.47
H -7.44 0.61 -4.08
H 0.10 5.79 -0.40
H 0.65 4.39 1.45
O 8.39 -3.26 -0.26
C 4.65 1.72 -2.60
C -10.92 -0.41 0.01
C -4.66 1.45 -0.12
H -6.49 1.05 1.75
H -4.82 -2.08 2.84
H -5.74 -6.28 -3.30
H -11.39 0.35 0.62
Cl -4.56 3.75 1.31
H 4.68 0.00 5.26
C 1.00 6.37 -0.61
Si -4.10 1.19 -3.46
H 5.47 -1.13 3.17
C -5.07 -1.32 2.10
H -7.68 2.05 0.93
H 5.57 1.95 -2.05
C -10.19 -0.05 -1.10
H -6.35 -3.66 0.25
H 11.55 -3.80 -4.15
H -4.34 -7.19 -2.80
H 4.96 0.53 2.84
C 9.35 -5.53 -0.31
O 3.79 2.13 6.01
N -5.79 -3.29 1.01
H 6.38 -0.44 5.36
H -2.09 2.57 -2.86
H -1.60 1.16 -3.80
H 4.85 3.02 9.78
C -0.99 -3.51 0.36
```

Atomic partial charges in e from the Mulliken method, atoms 1 to 6:
1 H 0.30
2 H 0.37
3 H 0.39
4 H 0.74
5 H 0.34
6 C -1.20